C21H59N5O6 as an isolated structure at a distorted geometry, computed with ωB97M-V/def2-TZVPD.

The value obtained for the HOMO energy is -8.0 eV. The energy comes out at -1560.215974 a.u. Its HOMO-LUMO gap is 8.33 eV. Its energy relative to the best compared isomer or geometry (same formula, charge and spin) is 1025.4 kJ/mol.

Geometry as ORCA input:
```
! wB97M-V def2-TZVPD RIJCOSX def2/J DEFGRID3
* xyz 0 1
C 24.627 -14.280 -2.441
O 24.644 -13.919 -3.824
H 25.654 -14.139 -2.104
H 23.945 -13.667 -1.851
H 24.365 -15.322 -2.261
H 25.460 -13.439 -3.982
C 21.712 -14.827 -4.077
C 22.565 -15.125 -5.319
C 22.884 -13.898 -6.247
O 21.756 -13.170 -6.716
C 20.660 -13.899 -7.323
N 23.745 -15.663 -4.858
H 21.438 -15.759 -3.582
H 20.794 -14.390 -4.471
H 22.239 -14.193 -3.365
H 22.038 -15.854 -5.935
H 23.429 -14.193 -7.144
H 23.471 -13.227 -5.620
H 21.051 -14.416 -8.199
H 19.937 -13.205 -7.752
H 20.133 -14.457 -6.548
H 23.449 -16.024 -3.962
H 24.286 -14.849 -4.603
C 26.967 -13.488 -3.309
C 28.140 -12.936 -2.336
C 28.459 -11.417 -2.559
O 29.446 -10.913 -1.604
C 29.860 -9.578 -1.865
N 27.849 -13.406 -0.984
H 26.042 -13.158 -2.835
H 26.858 -14.572 -3.308
H 27.068 -13.139 -4.337
H 29.038 -13.495 -2.598
H 27.464 -10.974 -2.508
H 28.792 -11.369 -3.595
H 30.638 -9.362 -1.133
H 29.016 -8.928 -1.631
H 30.357 -9.414 -2.821
H 28.612 -12.991 -0.468
H 27.040 -12.908 -0.643
C 24.930 -18.344 1.785
C 24.298 -17.860 0.492
C 25.333 -17.593 -0.614
O 25.963 -16.376 -0.304
C 26.915 -16.025 -1.231
N 23.231 -18.815 0.127
H 25.611 -17.607 2.212
H 25.483 -19.251 1.541
H 24.217 -18.741 2.507
H 23.636 -17.005 0.628
H 24.794 -17.572 -1.562
H 26.119 -18.339 -0.727
H 27.518 -15.129 -1.077
H 26.408 -15.930 -2.191
H 27.639 -16.838 -1.270
H 22.460 -18.223 -0.146
H 22.848 -19.233 0.963
C 18.241 -10.545 0.645
C 19.224 -11.672 0.242
C 20.232 -11.222 -0.858
O 21.166 -12.266 -1.059
C 22.210 -11.866 -1.986
N 19.909 -11.983 1.538
H 18.815 -9.785 1.176
H 17.474 -10.790 1.380
H 17.848 -10.077 -0.258
H 18.840 -12.639 -0.082
H 20.806 -10.338 -0.578
H 19.738 -11.155 -1.827
H 22.677 -12.753 -2.415
H 22.957 -11.268 -1.464
H 21.845 -11.291 -2.837
H 20.711 -11.370 1.499
H 20.420 -12.835 1.359
C 22.128 -20.005 -1.618
C 22.044 -18.992 -2.839
C 22.768 -17.641 -2.710
O 22.198 -16.952 -1.582
C 22.731 -15.695 -1.395
N 22.560 -19.774 -3.929
H 23.142 -20.230 -1.285
H 21.603 -20.935 -1.833
H 21.587 -19.478 -0.832
H 21.023 -18.656 -3.020
H 22.537 -17.147 -3.654
H 23.830 -17.806 -2.526
H 23.781 -15.668 -1.107
H 22.147 -15.326 -0.552
H 22.458 -15.162 -2.306
H 23.493 -19.390 -3.892
H 22.498 -20.742 -3.646
*
```

---

A 3-piece molecular cluster, C22H41F6I3N2O6P overall, computed with ωB97M-V/def2-TZVPD.

The value obtained for the HOMO energy is -5.4 eV. The energy comes out at -3257.538322 a.u. Its HOMO-LUMO gap is 7.36 eV.

Geometry as ORCA input:
```
! wB97M-V def2-TZVPD RIJCOSX def2/J DEFGRID3
* xyz -1 1
C -5.568 4.042 0.878
C -4.577 4.709 -0.071
C -5.083 4.823 -1.506
C -5.266 3.452 -2.180
N -4.466 3.384 -3.389
C -4.259 2.126 -4.084
O -2.875 1.969 -4.290
P -2.050 1.224 -2.890
C -0.408 1.648 -3.695
C 0.096 3.075 -3.515
C 1.175 3.484 -4.531
C 2.621 3.253 -4.059
C 3.573 4.342 -4.526
N 3.292 5.636 -3.871
C -1.266 0.358 -1.308
I -0.555 1.808 0.123
C -2.155 -0.672 -0.656
C -3.207 -0.185 0.334
I -0.893 -2.173 0.388
O -3.688 0.749 -2.299
C -4.546 0.821 -3.350
I -6.583 0.356 -2.798
H -5.672 2.979 0.656
H -5.221 4.112 1.909
H -6.559 4.494 0.806
H -3.644 4.138 -0.067
H -4.330 5.700 0.319
H -4.344 5.383 -2.083
H -6.020 5.382 -1.511
H -6.312 3.311 -2.445
H -4.984 2.674 -1.462
H -3.546 3.772 -3.240
H -4.741 2.106 -5.067
H -2.138 2.474 -2.204
H -2.030 -0.071 -3.541
H 0.352 0.922 -3.392
H -0.602 1.486 -4.758
H 0.531 3.178 -2.520
H -0.750 3.761 -3.573
H 1.047 4.530 -4.819
H 1.029 2.902 -5.445
H 2.664 3.181 -2.972
H 2.984 2.308 -4.474
H 4.606 4.065 -4.312
H 3.481 4.430 -5.615
H 2.762 6.243 -4.480
H 4.152 6.117 -3.655
H -0.340 -0.122 -1.609
H -2.611 -1.279 -1.430
H -4.106 -0.796 0.241
H -3.483 0.838 0.097
H -2.866 -0.255 1.364
H -4.341 0.032 -4.086
C 0.956 -3.721 3.204
C 1.225 -2.532 4.092
O 0.816 -2.784 5.463
C 1.641 -3.487 6.202
O 2.709 -3.935 5.899
C 1.058 -3.641 7.626
F -0.216 -4.023 7.597
F 1.131 -2.474 8.274
F 1.749 -4.540 8.315
H -0.099 -3.993 3.244
H 1.205 -3.460 2.177
H 1.549 -4.589 3.492
H 0.629 -1.677 3.783
H 2.275 -2.244 4.089
C 5.542 -5.945 5.620
C 5.663 -5.175 4.327
O 6.528 -5.854 3.383
C 5.994 -6.867 2.727
O 4.879 -7.285 2.803
C 7.045 -7.463 1.763
F 8.212 -7.663 2.378
F 7.253 -6.629 0.742
F 6.627 -8.622 1.278
H 6.526 -6.130 6.053
H 4.944 -5.369 6.325
H 5.051 -6.904 5.460
H 6.141 -4.212 4.483
H 4.691 -5.008 3.866
*
```

---

A 9-piece molecular cluster, C31H68N4O5 overall at a distorted geometry, computed with ωB97M-V/def2-TZVPD.

The value obtained for the HOMO energy is -9.4 eV. The energy comes out at -1817.099604 a.u. The SMILES is CC(C)O.CC(C)O.CC(C)O.CC(C)O.CC(C)O.CCCC#N.CCCC#N.CCCC#N.CCCC#N. Its HOMO-LUMO gap is 9.77 eV. Its energy relative to the best compared isomer or geometry (same formula, charge and spin) is 64.0 kJ/mol.

Geometry as ORCA input:
```
! wB97M-V def2-TZVPD RIJCOSX def2/J DEFGRID3
* xyz 0 1
C -19.267 19.774 2.609
C -20.157 21.060 2.795
C -19.290 22.288 3.212
O -20.918 21.261 1.665
H -18.394 19.966 1.984
H -19.813 18.996 2.075
H -18.977 19.416 3.597
H -20.919 20.975 3.569
H -18.652 22.585 2.380
H -18.610 22.084 4.039
H -19.853 23.141 3.591
H -21.410 22.065 1.850
C -20.762 15.256 9.692
C -21.239 15.054 8.223
C -20.307 15.499 7.029
O -21.625 13.681 8.050
H -21.451 14.831 10.421
H -20.684 16.316 9.933
H -19.832 14.697 9.794
H -22.190 15.547 8.022
H -19.506 14.771 6.903
H -19.849 16.472 7.206
H -20.854 15.542 6.087
H -22.248 13.616 7.322
C -18.695 15.987 -1.252
C -17.382 16.671 -0.888
C -17.626 17.975 -0.192
O -16.672 15.800 -0.018
H -18.472 15.047 -1.757
H -19.282 16.575 -1.957
H -19.237 15.724 -0.343
H -16.722 16.856 -1.735
H -18.366 18.606 -0.683
H -16.711 18.532 0.012
H -18.102 17.842 0.779
H -16.071 16.350 0.490
C -16.137 17.320 9.715
C -16.770 16.683 8.473
C -17.250 17.730 7.471
O -15.830 15.974 7.765
H -15.718 16.590 10.407
H -16.868 17.871 10.306
H -15.328 17.946 9.339
H -17.537 15.969 8.773
H -18.213 18.122 7.798
H -17.449 17.231 6.522
H -16.606 18.592 7.299
H -16.175 15.728 6.903
C -23.547 14.338 4.019
C -23.856 13.344 5.178
C -22.728 12.301 5.337
O -23.881 14.070 6.344
H -24.267 15.149 3.910
H -23.517 13.848 3.046
H -22.578 14.812 4.180
H -24.811 12.873 4.946
H -22.526 11.771 4.406
H -23.049 11.553 6.062
H -21.825 12.831 5.640
H -24.386 14.879 6.237
C -19.323 11.126 5.160
C -17.909 10.778 5.613
C -17.443 9.503 4.948
C -17.412 9.597 3.484
N -17.398 9.728 2.363
H -19.285 11.328 4.089
H -19.675 12.073 5.569
H -20.083 10.363 5.328
H -17.902 10.821 6.702
H -17.243 11.586 5.310
H -17.844 8.563 5.328
H -16.400 9.461 5.261
C -19.700 16.188 3.199
C -19.476 14.730 2.900
C -17.964 14.428 2.980
C -17.415 14.546 4.351
N -17.019 14.655 5.437
H -19.665 16.388 4.270
H -20.593 16.589 2.719
H -18.955 16.823 2.718
H -19.830 14.587 1.879
H -20.008 14.005 3.516
H -17.360 15.160 2.445
H -17.683 13.453 2.581
C -14.405 11.838 -1.803
C -15.093 12.692 -0.764
C -16.136 11.912 0.061
C -17.240 11.335 -0.757
N -18.134 10.916 -1.386
H -15.035 11.528 -2.637
H -14.047 10.916 -1.346
H -13.519 12.359 -2.166
H -15.467 13.653 -1.118
H -14.270 13.012 -0.125
H -16.623 12.551 0.797
H -15.591 11.155 0.625
C -22.519 11.460 0.969
C -21.053 11.621 0.423
C -20.926 12.648 -0.757
C -21.605 13.928 -0.427
N -22.142 14.885 -0.112
H -23.023 12.386 1.246
H -22.538 10.845 1.868
H -23.183 10.976 0.253
H -20.658 10.676 0.050
H -20.421 11.916 1.260
H -21.413 12.306 -1.670
H -19.881 12.862 -0.983
*
```

---

A 3-piece molecular cluster, C20H38FNO8S overall at a distorted geometry, computed with ωB97M-V/def2-TZVPD.

The value obtained for the HOMO energy is -10.2 eV. The energy comes out at -1939.525822 a.u. The SMILES is C#CCCCN(CCCCCCC)S(=O)(=O)F.CCOC(=O)OC.CCOC(=O)OC. Its HOMO-LUMO gap is 10.79 eV.

Geometry as ORCA input:
```
! wB97M-V def2-TZVPD RIJCOSX def2/J DEFGRID3
* xyz 0 1
C 3.288 -5.336 -0.194
C 3.127 -4.389 0.507
C 2.983 -3.288 1.462
C 3.226 -1.914 0.837
C 2.403 -1.616 -0.407
N 0.959 -2.016 -0.272
C 0.317 -1.379 0.888
C -1.122 -1.866 1.149
C -1.117 -3.072 2.129
C -2.275 -4.068 1.915
C -1.917 -5.348 1.165
C -1.913 -5.247 -0.384
C -0.510 -5.461 -0.944
S 0.133 -1.535 -1.649
O -0.737 -2.564 -2.093
O -0.416 -0.226 -1.486
F 1.261 -1.422 -2.708
H 3.314 -6.252 -0.740
H 3.697 -3.419 2.277
H 1.992 -3.378 1.906
H 3.015 -1.159 1.599
H 4.277 -1.777 0.587
H 2.822 -2.207 -1.218
H 2.459 -0.555 -0.662
H 0.879 -1.599 1.792
H 0.312 -0.289 0.803
H -1.675 -1.049 1.607
H -1.594 -2.219 0.237
H -0.176 -3.612 1.994
H -1.106 -2.685 3.149
H -2.616 -4.376 2.907
H -3.110 -3.533 1.459
H -2.660 -6.099 1.439
H -0.939 -5.714 1.478
H -2.556 -6.009 -0.823
H -2.319 -4.276 -0.667
H -0.457 -5.233 -2.008
H -0.218 -6.503 -0.799
H 0.234 -4.833 -0.453
C 2.779 5.959 -4.288
C 2.909 5.326 -2.920
O 1.645 4.877 -2.410
C 1.174 3.751 -2.952
O 1.722 3.086 -3.791
O -0.006 3.493 -2.393
C -0.679 2.344 -2.928
H 2.047 6.767 -4.264
H 3.739 6.362 -4.611
H 2.445 5.232 -5.027
H 3.262 6.062 -2.200
H 3.620 4.499 -2.925
H -0.043 1.474 -2.890
H -0.997 2.540 -3.952
H -1.553 2.176 -2.308
C -0.898 3.391 0.523
C -1.314 4.818 0.790
O -2.587 4.899 1.457
C -2.577 4.601 2.752
O -1.615 4.301 3.411
O -3.828 4.700 3.208
C -3.983 4.337 4.581
H -1.674 2.864 -0.034
H 0.022 3.372 -0.050
H -0.738 2.846 1.454
H -1.450 5.345 -0.152
H -0.561 5.357 1.365
H -3.303 4.903 5.213
H -3.812 3.269 4.710
H -5.009 4.573 4.848
*
```